C27H43N5NiO5PS3 as an isolated structure, computed with wB97M-V/def2-TZVPD.

```
85
C27H43N5NiO5PS3 wB97M-V/def2-TZVPD
Ni -0.442 -0.957 0.471
C -0.536 0.779 4.657
O 0.700 1.060 3.992
C 0.861 0.473 2.794
O 0.068 -0.358 2.365
N 1.970 0.877 2.188
N 2.499 0.291 1.028
H -0.395 1.112 5.682
H -0.756 -0.285 4.628
H -1.345 1.331 4.178
H 2.555 1.552 2.657
H 1.990 -0.580 0.829
H 2.333 0.920 0.244
S -1.950 2.019 1.413
C -2.838 0.622 1.118
N -2.396 -0.577 0.740
C -3.419 -1.482 0.508
C -3.253 -2.785 0.055
C -4.369 -3.578 -0.141
C -5.650 -3.086 0.109
C -5.826 -1.786 0.555
C -4.707 -0.991 0.749
S -4.596 0.664 1.258
H -2.259 -3.152 -0.148
H -4.246 -4.591 -0.501
H -6.512 -3.717 -0.053
H -6.818 -1.396 0.742
N -0.600 0.362 -1.207
C 0.515 0.965 -1.863
C 0.921 2.246 -1.506
C 2.037 2.805 -2.109
C 2.747 2.095 -3.070
C 2.319 0.831 -3.439
C 1.206 0.263 -2.834
S 4.211 2.827 -3.814
O 5.218 2.712 -2.769
O 3.806 4.194 -4.103
O 4.460 2.001 -4.986
H -1.150 -0.201 -1.849
H -1.200 1.062 -0.767
H 0.352 2.795 -0.762
H 2.370 3.800 -1.849
H 2.875 0.303 -4.201
H 0.876 -0.733 -3.097
C 3.814 -1.816 -1.233
C 3.580 -3.025 -0.304
C 4.077 -2.620 1.095
C 4.412 -4.250 -0.752
P 1.703 -3.332 -0.200
N 0.924 -1.988 -0.205
C 1.160 -4.303 -1.771
C 1.344 -5.826 -1.809
C 1.932 -3.716 -2.960
C -0.325 -4.001 -2.016
C 1.381 -4.415 1.335
C 1.469 -3.533 2.592
C 2.294 -5.631 1.509
C -0.080 -4.871 1.273
H 4.677 -1.246 -0.886
H 2.959 -1.143 -1.235
H 4.012 -2.113 -2.260
H 5.086 -2.217 0.992
H 4.135 -3.471 1.768
H 3.463 -1.845 1.549
H 5.241 -4.417 -0.062
H 4.847 -4.095 -1.740
H 3.847 -5.172 -0.785
H 2.373 -6.142 -1.674
H 1.035 -6.175 -2.800
H 0.727 -6.347 -1.083
H 2.997 -3.914 -2.905
H 1.782 -2.642 -3.035
H 1.557 -4.179 -3.877
H -0.983 -4.640 -1.428
H -0.552 -4.178 -3.070
H -0.546 -2.959 -1.782
H 2.486 -3.388 2.940
H 0.914 -4.023 3.397
H 1.014 -2.553 2.423
H 3.338 -5.343 1.608
H 2.216 -6.343 0.694
H 2.011 -6.153 2.428
H -0.737 -4.006 1.210
H -0.326 -5.407 2.193
H -0.297 -5.530 0.439
```

Summary:
Maximum force   0.9 eV Å⁻¹
E_HOMO (spin up / spin down)   -0.19732 / -0.19732 Eh
E_LUMO (spin up / spin down)   0.055 / 0.054 Ha
2S+1   1
Energy   -129225.264 eV
Total charge   -1

Mulliken population analysis, charges in e, atoms 1 to 8:
1 Ni -0.05
2 C -0.53
3 O -0.53
4 C 0.96
5 O -0.47
6 N -0.19
7 N -0.31
8 H 0.27

***

A 9-piece molecular cluster, C27H43N7O12S2 overall, computed with wB97M-V/def2-TZVPD.

```
91
C27H43N7O12S2 wB97M-V/def2-TZVPD
O 2.510 -0.621 3.168
S 3.235 0.569 3.515
O 3.733 1.482 2.530
O 2.488 1.353 4.750
C 3.184 1.194 5.981
C 4.616 0.772 5.645
O 4.500 0.103 4.395
H 3.341 2.182 6.420
H 2.642 0.578 6.694
H 5.085 0.070 6.331
H 5.304 1.601 5.463
O -3.296 0.988 2.785
S -4.054 1.145 1.559
O -4.995 0.143 1.209
O -4.676 2.631 1.417
C -3.687 3.601 1.064
C -2.442 2.740 0.637
O -2.949 1.435 0.420
H -4.034 4.169 0.204
H -3.469 4.269 1.891
H -1.744 2.782 1.471
H -2.035 3.066 -0.314
C 4.440 2.500 -0.474
C 3.990 2.035 -1.700
C 2.831 2.622 -2.199
N 1.942 3.301 -1.451
C 2.458 3.797 -0.308
C 3.716 3.483 0.187
H 5.366 2.119 -0.063
H 4.499 1.343 -2.354
H 2.409 2.348 -3.162
H 1.837 4.504 0.231
H 4.152 4.045 0.999
C 0.373 -6.855 -0.516
C 0.208 -7.322 -1.815
C 0.492 -6.524 -2.898
N 0.969 -5.260 -2.752
C 0.919 -4.781 -1.520
C 0.612 -5.496 -0.379
H 0.311 -7.501 0.349
H -0.058 -8.344 -2.061
H 0.433 -6.843 -3.929
H 1.237 -3.747 -1.417
H 0.648 -4.993 0.578
C 0.337 -1.681 -6.140
C -0.317 -1.943 -4.949
C 0.412 -1.931 -3.720
N 1.695 -1.597 -3.725
C 2.340 -1.420 -4.898
C 1.712 -1.560 -6.098
H -0.171 -1.790 -7.088
H -1.387 -2.091 -4.960
H -0.091 -2.138 -2.787
H 3.385 -1.157 -4.803
H 2.330 -1.329 -6.960
C -0.193 0.207 4.678
C -1.196 0.148 5.837
N -2.488 0.389 5.490
O -0.917 0.008 7.020
H 0.726 -0.063 5.175
H -0.350 1.181 4.234
H -0.512 -0.697 4.155
H -2.839 0.658 4.577
H -3.199 0.382 6.200
C 0.237 0.316 1.136
C 0.507 -0.582 -0.031
N 1.655 -0.343 -0.713
O -0.265 -1.476 -0.378
H 1.050 1.018 1.340
H 0.096 -0.268 2.039
H -0.583 1.006 0.918
H 1.822 0.655 -0.835
H 1.800 -0.709 -1.653
C -5.426 -1.019 -1.696
C -3.913 -1.115 -1.778
N -3.269 -1.440 -0.636
O -3.277 -0.780 -2.776
H -5.933 -0.503 -0.880
H -5.751 -2.061 -1.579
H -5.860 -0.580 -2.591
H -3.851 -1.525 0.181
H -2.258 -1.389 -0.630
C -1.695 1.904 -2.459
C -1.762 3.398 -2.578
N -0.733 4.111 -2.096
O -2.703 3.935 -3.155
H -2.687 1.625 -2.078
H -1.075 1.359 -1.744
H -1.687 1.410 -3.429
H -0.909 5.094 -1.960
H 0.148 3.699 -1.753
```

Summary:
Maximum force   3.3 eV Å⁻¹
E_HOMO   -0.33574 Eh
E_LUMO   0.004 Ha
2S+1   1
Energy   -85366.302 eV

Mulliken population analysis, charges in e, atoms 1 to 8:
1 O -0.51
2 S 1.14
3 O -0.42
4 O -0.28
5 C -0.34
6 C -0.37
7 O -0.40
8 H 0.28

***

A 3-piece molecular cluster, C27H43NO5S overall, computed with wB97M-V/def2-TZVPD.

```
77
C27H43NO5S wB97M-V/def2-TZVPD
C -1.239 -6.913 -3.221
C -0.628 -5.972 -2.793
C 0.116 -4.855 -2.213
C 1.490 -4.625 -2.887
C 2.589 -4.096 -1.950
N 2.607 -2.639 -1.835
C 1.739 -1.999 -0.959
O 0.767 -2.462 -0.414
C 2.286 -0.618 -0.735
C 1.675 0.484 -0.187
C 2.426 1.660 -0.102
C 1.835 2.938 0.474
C 0.669 2.697 1.437
C 0.324 3.937 2.294
S 0.165 3.542 4.076
C 3.741 1.654 -0.566
C 4.365 0.528 -1.093
C 5.807 0.549 -1.507
C 6.756 0.127 -0.376
C 6.876 1.204 0.704
O 6.272 -1.072 0.224
C 3.594 -0.624 -1.199
C 3.871 -1.965 -1.797
O 4.894 -2.446 -2.187
H -1.861 -7.690 -3.595
H -0.473 -3.941 -2.268
H 0.269 -5.043 -1.149
H 1.363 -3.879 -3.675
H 1.836 -5.551 -3.342
H 3.549 -4.428 -2.332
H 2.464 -4.520 -0.949
H 0.646 0.404 0.133
H 1.516 3.555 -0.369
H 2.624 3.454 1.025
H -0.221 2.398 0.879
H 0.911 1.850 2.079
H -0.654 4.304 1.987
H 1.066 4.723 2.198
H -0.179 2.246 4.024
H 4.320 2.568 -0.485
H 6.117 1.553 -1.806
H 5.981 -0.096 -2.368
H 7.748 -0.032 -0.811
H 7.605 0.911 1.460
H 5.909 1.355 1.182
H 7.229 2.141 0.264
H 7.022 -1.628 0.447
C -7.035 -6.998 -4.397
C -5.970 -7.232 -3.340
O -4.805 -6.446 -3.507
C -4.982 -5.042 -3.465
C -5.555 -4.529 -2.155
H -6.629 -7.176 -5.394
H -7.876 -7.673 -4.237
H -7.421 -5.978 -4.372
H -5.626 -8.266 -3.396
H -6.387 -7.094 -2.336
H -5.591 -4.706 -4.311
H -3.984 -4.628 -3.610
H -6.562 -4.908 -1.969
H -5.609 -3.440 -2.173
H -4.923 -4.832 -1.318
C -1.811 9.156 5.785
C -3.205 8.774 5.317
O -3.245 8.214 4.017
C -2.506 7.021 3.832
C -2.940 5.868 4.720
H -1.352 9.856 5.086
H -1.864 9.629 6.767
H -1.155 8.289 5.870
H -3.826 9.669 5.260
H -3.683 8.104 6.040
H -1.433 7.213 3.951
H -2.661 6.751 2.786
H -2.790 6.085 5.779
H -2.357 4.979 4.480
H -3.998 5.648 4.571
```

Summary:
Maximum force   1.2 eV Å⁻¹
E_HOMO   -0.33936 Eh
E_LUMO   -0.002 Ha
2S+1   1
Energy   -51257.604 eV

Mulliken population analysis, charges in e, atoms 1 to 8:
1 C 0.15
2 C -0.73
3 C -0.42
4 C -0.90
5 C -0.75
6 N 0.29
7 C -0.01
8 O -0.63

***

C27H44BrN4O2PPdSi2 as an isolated structure, computed with wB97M-V/def2-TZVPD.

```
82
C27H44BrN4O2PPdSi2 wB97M-V/def2-TZVPD
Pd 0.166 1.981 -0.446
O 5.896 4.559 0.001
C 4.784 3.816 -0.191
C 4.654 2.512 0.280
C 3.470 1.847 0.033
N 2.453 2.400 -0.627
C 2.605 3.634 -1.071
Br 1.110 4.330 -1.976
C 3.738 4.403 -0.892
H 6.545 4.060 0.508
H 5.453 2.028 0.828
H 3.311 0.833 0.379
H 3.812 5.412 -1.265
C -2.661 3.734 -1.101
Si -2.087 2.154 -0.230
C -2.887 0.715 -1.185
C -2.820 2.219 1.504
C -4.163 2.135 1.879
C -4.522 2.229 3.213
C -3.544 2.424 4.188
C -2.211 2.525 3.826
C -1.835 2.420 2.483
Si -0.101 2.558 1.752
C 0.469 4.331 2.064
C 1.055 1.478 2.797
H -3.754 3.800 -1.100
H -2.329 3.774 -2.142
H -2.273 4.614 -0.583
H -3.832 0.426 -0.715
H -2.243 -0.165 -1.220
H -3.112 1.006 -2.214
H -4.936 1.986 1.130
H -5.563 2.154 3.503
H -3.831 2.498 5.230
H -1.462 2.683 4.596
H 0.442 4.579 3.129
H -0.176 5.038 1.536
H 1.493 4.489 1.710
H 0.843 1.646 3.858
H 2.103 1.742 2.628
H 0.942 0.413 2.597
O 0.426 -0.506 -1.134
P 0.145 -1.951 -0.960
N -0.841 -2.301 0.320
C -2.077 -3.089 0.205
C -2.755 -2.887 1.557
C -2.370 -1.456 1.920
C -0.917 -1.372 1.468
N -0.527 -2.598 -2.318
C -0.571 -1.805 -3.563
C -1.021 -2.823 -4.606
C -0.389 -4.123 -4.114
C -0.595 -4.038 -2.603
N 1.515 -2.865 -0.675
C 2.130 -2.730 0.662
C 3.623 -3.048 0.452
C 3.725 -3.527 -0.999
C 2.582 -2.789 -1.678
H -1.863 -4.142 0.010
H -2.705 -2.713 -0.610
H -2.338 -3.585 2.287
H -3.831 -3.052 1.505
H -2.491 -1.222 2.977
H -2.975 -0.747 1.356
H -0.241 -1.701 2.266
H -0.625 -0.368 1.158
H 0.418 -1.404 -3.804
H -1.254 -0.962 -3.466
H -0.714 -2.541 -5.613
H -2.109 -2.912 -4.595
H 0.677 -4.137 -4.350
H -0.841 -5.016 -4.544
H 0.161 -4.580 -2.031
H -1.575 -4.440 -2.328
H 1.647 -3.417 1.357
H 2.006 -1.716 1.060
H 3.984 -3.791 1.161
H 4.224 -2.148 0.595
H 3.549 -4.603 -1.060
H 4.693 -3.316 -1.452
H 2.262 -3.254 -2.612
H 2.861 -1.748 -1.895
```

Summary:
Maximum force   0.8 eV Å⁻¹
E_HOMO   -0.25197 Eh
E_LUMO   0.012 Ha
2S+1   1
Energy   -137339.649 eV

Mulliken population analysis, charges in e, atoms 1 to 8:
1 Pd 0.08
2 O -0.55
3 C 1.01
4 C -0.65
5 C -0.67
6 N -0.12
7 C 0.11
8 Br -0.15

***

C27H44N3P3RhSe as an isolated structure, computed with wB97M-V/def2-TZVPD.

```
79
C27H44N3P3RhSe wB97M-V/def2-TZVPD
Rh -0.094 -0.024 -0.074
P -2.321 -0.066 -0.594
P 0.067 -2.471 -0.445
P -0.034 2.370 -0.336
H 1.477 -0.882 -2.152
C 1.440 0.036 -1.559
C 2.023 0.039 -0.254
H 2.490 -0.873 0.115
C -2.653 -0.132 -2.390
C -3.225 -1.505 0.049
C -3.368 1.291 0.018
C 1.767 -3.175 -0.427
C -0.750 -3.637 0.712
C -0.481 -3.078 -2.094
C 1.595 3.214 -0.320
C -0.882 3.342 0.953
C -0.696 2.951 -1.960
H 1.418 0.972 -2.123
H 2.393 0.983 0.144
H -3.737 -0.176 -2.571
H -2.185 -1.022 -2.827
H -2.243 0.756 -2.883
H -4.293 -1.399 -0.184
H -3.095 -1.542 1.137
H -2.851 -2.428 -0.407
H -4.417 1.059 -0.213
H -3.103 2.241 -0.455
H -3.257 1.368 1.106
H 1.699 -4.252 -0.632
H 2.241 -3.038 0.550
H 2.390 -2.701 -1.192
H -0.927 -4.580 0.181
H -1.708 -3.251 1.061
H -0.101 -3.805 1.578
H -0.157 -4.121 -2.238
H -0.039 -2.463 -2.888
H -1.573 -3.039 -2.169
H 1.432 4.283 -0.515
H 2.263 2.807 -1.085
H 2.067 3.102 0.663
H -0.877 4.402 0.667
H -0.333 3.214 1.894
H -1.912 3.010 1.097
H -0.466 4.019 -2.096
H -1.782 2.816 -2.016
H -0.229 2.383 -2.776
C 0.950 0.100 -6.365
C 2.079 -0.112 -5.554
C 3.360 -0.043 -6.104
C 3.530 0.209 -7.471
C 2.406 0.392 -8.292
C 1.122 0.336 -7.747
Se -0.820 0.092 -5.632
H -0.306 -0.158 -4.226
H 1.939 -0.323 -4.493
H 4.226 -0.187 -5.456
H 4.532 0.259 -7.896
H 2.529 0.579 -9.360
H 0.241 0.478 -8.378
N -0.096 1.272 10.953
C -0.174 1.045 9.806
C -0.180 0.751 8.392
C -1.244 1.144 7.556
C -1.175 0.929 6.163
C -0.097 0.190 5.659
C 0.949 -0.225 6.489
C 0.923 0.085 7.847
N -0.016 -0.249 4.317
C 0.719 -1.379 3.973
C 0.839 -1.386 2.620
N 0.109 -0.322 2.106
C -0.382 0.364 3.144
H -2.110 1.641 7.994
H -1.956 1.298 5.489
H 1.806 -0.761 6.083
H 1.769 -0.180 8.479
H 1.139 -2.042 4.712
H 1.400 -2.074 2.008
H -0.983 1.275 3.133
```

Summary:
Maximum force   2.9 eV Å⁻¹
E_HOMO (spin up / spin down)   -0.51135 / -0.56457 Eh
E_LUMO (spin up / spin down)   -0.285 / -0.432 Ha
2S+1   5
⟨S²⟩   6.031
Energy   -129375.383 eV
Total charge   +3

Mulliken population analysis, charges in e, atoms 1 to 8:
1 Rh 0.79
2 P 0.86
3 P 1.19
4 P 1.23
5 H 0.01
6 C -1.02
7 C -0.18
8 H 0.32

***

C27H44N3P3SeTb as an isolated structure, computed with wB97M-V/def2-TZVPD.

```
79
C27H44N3P3SeTb wB97M-V/def2-TZVPD
Tb -0.215 -0.093 -0.099
P 2.241 -0.573 2.252
P -0.622 2.684 -0.184
P 2.181 0.932 -1.433
H 1.321 -7.568 -5.534
C 2.397 -7.394 -5.443
C 3.127 -7.973 -4.478
H 2.677 -8.646 -3.743
C 1.700 -1.589 3.639
C 2.132 1.195 2.530
C 3.880 -1.113 1.776
C -1.485 3.185 -1.730
C -1.758 3.392 1.062
C 0.627 4.036 -0.165
C 3.155 -0.479 -2.080
C 3.534 1.952 -0.709
C 1.900 1.863 -2.995
H 2.867 -6.766 -6.207
H 4.208 -7.822 -4.419
H 1.281 -2.533 3.253
H 0.915 -1.092 4.224
H 2.541 -1.831 4.305
H 1.083 1.516 2.641
H 2.602 1.754 1.709
H 2.665 1.426 3.467
H 3.813 -2.155 1.424
H 4.551 -1.082 2.634
H 4.283 -0.503 0.963
H -1.931 4.178 -1.590
H -2.276 2.469 -1.977
H -0.773 3.228 -2.562
H -1.835 4.485 0.964
H -1.381 3.154 2.065
H -2.759 2.971 0.912
H 0.087 4.991 -0.086
H 1.223 4.036 -1.085
H 1.282 3.939 0.710
H 4.077 -0.097 -2.538
H 2.582 -1.037 -2.831
H 3.424 -1.166 -1.268
H 4.245 2.189 -1.511
H 4.065 1.412 0.084
H 3.143 2.894 -0.302
H 2.879 2.145 -3.411
H 1.315 2.776 -2.820
H 1.359 1.224 -3.705
C 0.093 -2.077 -3.602
C 0.721 -3.105 -2.865
C 1.315 -4.187 -3.517
C 1.304 -4.254 -4.920
C 0.719 -3.224 -5.673
C 0.123 -2.146 -5.020
Se -0.813 -0.663 -2.722
H 1.553 -1.010 1.035
H 0.726 -3.053 -1.773
H 1.783 -4.986 -2.936
H 1.747 -5.119 -5.406
H 0.724 -3.271 -6.765
H -0.331 -1.345 -5.600
N -7.423 4.557 6.614
C -6.778 3.851 5.936
C -6.025 2.981 5.064
C -6.292 1.608 4.997
C -5.492 0.790 4.196
C -4.445 1.341 3.440
C -4.169 2.709 3.521
C -4.975 3.522 4.317
N -3.508 0.452 2.794
C -2.289 0.082 3.386
C -1.470 -0.359 2.392
N -2.123 -0.199 1.156
C -3.362 0.245 1.445
H -7.137 1.183 5.541
H -5.621 -0.290 4.186
H -3.292 3.132 3.032
H -4.778 4.595 4.372
H -2.136 0.181 4.450
H -0.497 -0.848 2.465
H -4.181 0.393 0.749
```

Summary:
Maximum force   2.9 eV Å⁻¹
E_HOMO (spin up / spin down)   -0.54067 / -0.54068 Eh
E_LUMO (spin up / spin down)   -0.367 / -0.357 Ha
2S+1   7
⟨S²⟩   12.715
Energy   -148804.085 eV
Total charge   +3

Mulliken population analysis, charges in e, atoms 1 to 8:
1 Tb -0.29
2 P 0.82
3 P 1.08
4 P 1.08
5 H 0.30
6 C -0.59
7 C -0.45
8 H 0.26

***

- What is the energy in the fourth record?
  -137339.649 eV

***

- Look up the 2S+1 of the sixth one.
  7